Record 1
ORCA calculation (ωB97M-V/def2-TZVPD) on a structure of composition C18H27As3AuBr4NO2Se.

ORCA input file:
```
! wB97M-V def2-TZVPD RIJCOSX def2/J DEFGRID3
* xyz 0 3
Au 1.76 -0.75 -1.53
C 0.08 -3.93 -1.93
As 0.38 -2.50 -0.67
C 1.09 -3.43 0.87
C -1.49 -2.07 -0.31
C -1.97 -1.11 0.81
C -1.27 -1.45 2.13
C -1.74 0.35 0.42
As 0.14 0.88 0.22
C 0.51 1.63 1.98
C -0.13 2.55 -0.74
C -3.49 -1.40 0.94
As -4.82 -0.36 1.98
C -4.96 1.26 0.88
C -3.84 0.42 3.49
H -0.53 -4.71 -1.46
H 1.03 -4.35 -2.23
H -0.44 -3.52 -2.79
H 0.31 -4.08 1.27
H 1.42 -2.72 1.63
H 1.94 -4.01 0.52
H -1.93 -3.06 -0.15
H -1.87 -1.71 -1.27
H -0.19 -1.30 2.07
H -1.44 -2.49 2.40
H -1.64 -0.82 2.94
H -2.19 1.01 1.15
H -2.22 0.55 -0.54
H -0.33 2.25 2.29
H 1.42 2.22 1.90
H 0.67 0.84 2.72
H -0.85 3.18 -0.22
H -0.49 2.32 -1.75
H 0.83 3.07 -0.82
H -3.61 -2.43 1.29
H -3.94 -1.39 -0.06
H -5.04 0.98 -0.17
H -4.12 1.94 1.01
H -5.88 1.78 1.17
H -3.52 -0.36 4.17
H -4.56 1.05 4.02
H -2.99 1.03 3.19
Br 5.64 5.62 -1.15
C 4.76 4.04 -1.64
C 4.73 3.65 -3.03
Br 5.64 4.70 -4.29
C 4.06 2.53 -3.43
Br 3.96 1.96 -5.22
C 3.36 1.72 -2.49
O 2.67 0.72 -2.85
C 3.47 2.05 -1.06
O 2.93 1.29 -0.23
C 4.15 3.27 -0.70
Br 4.11 3.69 1.13
Se 3.54 -2.18 -2.83
C 3.48 -3.74 -1.83
N 3.42 -4.71 -1.20
*
```

Lowest unoccupied orbital energy (alpha / beta) in eV: 0.243 / -1.865
Frontier orbital gap (alpha / beta) in eV: 7.6 / 6.6

Record 2
ORCA calculation (ωB97M-V/def2-TZVPD) on a cluster of 2 separate species, C5H13NO3 in total.

ORCA input file:
```
! wB97M-V def2-TZVPD RIJCOSX def2/J DEFGRID3
* xyz 0 1
C 0.32 -1.69 -1.87
O -0.09 -3.01 -1.64
C -0.68 -0.72 -1.25
C -0.57 0.77 -1.58
C 0.49 1.56 -0.74
C 0.12 1.54 0.70
N -0.70 2.54 1.16
O 0.62 0.80 1.54
H 1.29 -1.50 -1.38
H 0.57 -1.52 -2.92
H -0.43 -3.10 -0.75
H -1.64 -0.99 -1.70
H -0.58 -0.82 -0.17
H -1.47 1.31 -1.27
H -0.51 0.95 -2.65
H 1.48 1.16 -0.91
H 0.47 2.58 -1.15
H -0.98 3.33 0.63
H -0.77 2.64 2.15
H 1.30 -1.11 2.50
H -0.20 -1.22 2.75
O 0.66 -1.36 3.15
*
```

Lowest unoccupied orbital energy in eV: 0.591
SMILES string: NC(=O)CCCCO.O
Energy above the lowest of the compared OMol25 structures with the same formula, charge and spin in eV: 0.8634
Frontier orbital gap in eV: 10.8

Record 3
ORCA calculation (ωB97M-V/def2-TZVPD) on an isolated molecule of C18H12Cl2N4OS.

ORCA input file:
```
! wB97M-V def2-TZVPD RIJCOSX def2/J DEFGRID3
* xyz 0 1
N 0.79 -5.02 3.58
O 0.15 1.04 -4.75
Cl -3.59 3.45 0.00
Cl 2.73 3.45 0.19
C 0.55 -4.08 2.91
N 1.11 -0.95 1.26
S -1.45 -2.11 -1.48
C 0.05 0.87 -3.57
C -0.69 -0.64 -1.89
C 0.18 -0.28 -0.93
C 0.31 -1.14 0.14
C 1.27 -1.90 2.08
C -1.29 4.22 0.90
C 0.14 4.21 0.98
C -1.14 2.44 -0.69
C -1.92 3.37 0.03
C 0.94 3.32 0.30
C 0.38 -3.02 2.05
C -0.56 -2.21 0.06
C -0.59 -3.03 1.13
C 0.25 2.27 -0.50
N -0.89 -0.03 -3.15
N 2.41 -1.79 2.86
C -1.67 -4.05 1.05
C 1.18 1.29 -2.65
C 0.88 1.05 -1.17
H -1.66 5.01 1.52
H 0.68 4.99 1.52
H -1.77 1.78 -1.36
H -1.61 -0.42 -3.77
H 2.74 -0.86 2.96
H 2.55 -2.48 3.56
H -1.22 -5.02 0.93
H -2.41 -3.81 0.32
H -2.20 -3.97 1.96
H 2.12 0.83 -2.87
H 1.38 2.37 -2.79
H 1.88 0.87 -0.74
*
```

Lowest unoccupied orbital energy in eV: -0.317
SMILES string: Cc1c(C#N)c(N)nc2c3c(sc12)NC(=O)C[C@H]3c1cc(Cl)ccc1Cl
Frontier orbital gap in eV: 8.2

Record 4
ORCA calculation (ωB97M-V/def2-TZVPD) on a structure of composition C8H7CeN2O5S.

ORCA input file:
```
! wB97M-V def2-TZVPD RIJCOSX def2/J DEFGRID3
* xyz 2 2
O -0.32 4.26 -2.26
C -0.28 3.28 -2.86
Ce -0.18 -1.42 -1.12
C -0.40 -3.68 -2.44
O -0.48 -4.53 -3.22
C -0.01 -1.30 -3.63
O 0.04 -0.78 -4.71
C 1.59 -2.27 -3.01
O 2.60 -2.08 -3.57
C -2.29 -2.03 -2.63
O -3.06 -2.19 -3.47
H -1.02 0.27 -1.22
S -0.64 -1.56 1.36
C -0.09 -0.03 2.20
N 1.20 0.36 2.33
C 1.36 1.59 3.17
C -0.12 2.01 3.42
N -0.90 0.90 2.75
H 2.01 -0.23 2.07
H 1.87 2.36 2.55
H 1.85 1.35 4.16
H -0.40 2.94 2.86
H -0.40 2.03 4.50
H -1.92 0.77 2.77
*
```

Lowest unoccupied orbital energy (alpha / beta) in eV: -9.360 / -9.390
Energy above the lowest of the compared OMol25 structures with the same formula, charge and spin in eV: 1.6835
Frontier orbital gap (alpha / beta) in eV: 7.2 / 7.2

Record 5
ORCA calculation (ωB97M-V/def2-TZVPD) on a structure of composition C14H13Cl40GaN.

ORCA input file:
```
! wB97M-V def2-TZVPD RIJCOSX def2/J DEFGRID3
* xyz -1 1
C -3.40 -1.04 -0.35
C -2.70 -0.80 1.00
C -1.77 -1.96 1.39
C -2.54 -3.23 1.69
N -1.67 -4.41 1.74
Ga -0.75 -4.73 0.02
H -2.94 -0.47 -1.16
H -3.35 -2.08 -0.64
H -4.45 -0.76 -0.23
H -2.10 0.11 0.90
H -3.44 -0.66 1.80
H -1.20 -1.64 2.27
H -1.06 -2.08 0.57
H -2.99 -3.08 2.69
H -3.38 -3.38 1.00
H -2.29 -5.21 1.82
H 0.71 -4.03 0.13
H -0.65 -6.29 -0.32
H -1.59 -3.89 -1.10
C 0.63 1.56 0.40
Cl -0.60 1.98 -0.79
Cl -0.06 1.65 2.03
Cl 1.20 -0.08 0.10
Cl 1.98 2.70 0.26
C 1.01 -5.41 -4.56
Cl 2.65 -4.76 -4.71
Cl 0.33 -5.67 -6.18
Cl 1.04 -6.95 -3.69
Cl 0.02 -4.27 -3.67
C -7.30 -0.46 1.42
Cl -6.24 -1.86 1.48
Cl -6.33 0.98 1.08
Cl -8.49 -0.67 0.13
Cl -8.13 -0.28 2.97
C 4.44 -6.74 -1.35
Cl 5.87 -6.22 -2.25
Cl 4.85 -6.88 0.37
Cl 3.15 -5.57 -1.56
Cl 3.92 -8.33 -1.94
C 4.80 5.44 -0.96
Cl 5.28 7.08 -0.45
Cl 5.78 4.98 -2.35
Cl 5.04 4.33 0.41
Cl 3.10 5.42 -1.40
C 6.17 0.55 -2.29
Cl 7.35 -0.62 -1.70
Cl 5.91 1.80 -1.07
Cl 6.78 1.31 -3.77
Cl 4.64 -0.26 -2.63
C -3.25 2.47 4.66
Cl -2.51 1.10 5.50
Cl -4.19 3.43 5.81
Cl -1.97 3.48 3.96
Cl -4.30 1.87 3.38
C 2.95 10.10 -1.27
Cl 2.01 11.50 -1.79
Cl 1.88 8.89 -0.57
Cl 3.80 9.41 -2.66
Cl 4.14 10.61 -0.06
C 5.49 5.68 4.38
Cl 6.71 4.40 4.43
Cl 5.88 6.91 5.60
Cl 5.48 6.41 2.77
Cl 3.90 5.00 4.72
C -6.65 -3.27 -3.08
Cl -5.32 -4.40 -2.87
Cl -6.73 -2.75 -4.77
Cl -8.18 -4.06 -2.65
Cl -6.41 -1.87 -2.04
*
```

Lowest unoccupied orbital energy in eV: 1.175
Frontier orbital gap in eV: 5.4

Record 6
ORCA calculation (ωB97M-V/def2-TZVPD) on an isolated molecule of C3H2N4O.

ORCA input file:
```
! wB97M-V def2-TZVPD RIJCOSX def2/J DEFGRID3
* xyz 0 1
C -1.39 -0.18 -0.07
C 1.02 -0.60 0.34
C 0.84 0.76 0.29
H 1.66 -1.27 1.02
H 1.79 1.48 0.59
N -0.77 -1.06 -1.03
N 0.31 -1.36 -0.53
N -0.01 1.45 -0.55
N -1.14 0.97 -0.80
O -2.31 -0.19 0.74
*
```

Lowest unoccupied orbital energy in eV: -1.054
SMILES string: O=c1nnccnn1
Energy above the lowest of the compared OMol25 structures with the same formula, charge and spin in eV: 3.7056
Frontier orbital gap in eV: 8.8

Number 1: E -20447.74355 a.u., maximum force 0.7 eV/A. Number 2: E -478.78368 a.u., maximum force 2.3 eV/A. Number 3: E -2305.95752 a.u., maximum force 5.4 eV/A. Number 4: E -1667.32379 a.u., maximum force 11.3 eV/A. Number 5: E -20928.33282 a.u., maximum force 1.1 eV/A. Number 6: E -409.59202 a.u., maximum force 6.4 eV/A.